[1]
Density functional theory data (the ωB97M-V functional and the def2-TZVPD basis) for a cluster of 6 separate species, C27H40FN5O3Si in total.

Output
LUMO   0.194 eV
E_HOMO   -8.151 eV
SMILES   C[Si](C)(C)OCC[C@@H](F)OC=O.c1cc[nH]c1.c1cc[nH]c1.c1cc[nH]c1.c1cc[nH]c1.c1cc[nH]c1
Spin multiplicity   1
Orbital gap   8.34 eV

```
77
C27H40FN5O3Si, DFT the ωB97M-V functional and the def2-TZVPD basis
C 2.6005 3.0029 -2.5027
C -5.6187 -2.6689 -0.3979
C 4.1347 -4.1157 2.2400
H 0.2739 2.9124 -0.3019
H -1.0796 -0.0882 5.1464
H -8.0199 -1.8219 0.6260
H -3.1209 -4.6382 -1.7312
C -3.4870 -3.8415 -1.0794
H 0.7560 -4.0790 -0.1690
C 5.7893 5.2877 -2.9737
C -0.1362 -4.1730 -0.7983
H -4.8147 -2.7893 -2.3453
H -2.5261 -2.5323 1.7256
N 6.1389 3.9819 -2.7753
C 3.5160 2.1266 -1.8555
H -3.7237 3.9538 0.5105
H -1.7038 2.6614 1.2204
H -3.4845 -4.2047 -0.0449
C -7.5448 -2.7537 0.9468
C -0.6700 3.4045 -0.4655
H 8.4518 5.4806 -1.0483
N 2.5111 -2.7046 2.7519
H 2.5948 4.0792 -2.4580
C -1.4707 -2.6636 1.4775
C -1.7610 0.6461 3.2876
H 4.3414 2.4078 -1.2227
C 4.3191 -2.9174 1.4966
H 3.0717 -1.0690 1.5006
C 7.2498 3.9169 -1.9815
H 1.5675 0.1260 -3.3696
C -2.4312 4.6031 -1.1867
H -5.4882 -4.3215 -1.7694
F -5.9695 -1.3993 -0.8493
H -0.8027 0.8587 2.8429
C 3.3016 -2.0665 1.8348
H 5.6471 3.1911 -3.1510
C 1.7108 2.2236 -3.1933
H 3.5740 -0.1036 -1.8930
H 5.1085 -2.7063 0.7953
H -0.7705 -0.7357 -1.7891
H -0.5616 -0.3634 -0.0875
H -4.9984 -2.5186 0.4906
H -3.0606 5.2550 -1.7684
C -3.1724 -0.0558 4.8732
H 0.8626 2.4875 -3.8008
H 4.9352 5.5476 -3.5748
C -3.9290 0.3529 3.8081
H -0.9256 -1.8257 1.9156
H -1.1318 -3.5706 1.9835
C -4.9005 -3.4522 -1.4826
H 6.6774 7.1464 -2.2549
C -0.3414 -1.1053 -0.8546
H -3.2924 1.1704 1.8223
H -3.4582 -0.4563 5.8301
C 3.1511 0.8452 -2.1760
N -1.7196 3.2333 0.3960
C -1.0802 4.2521 -1.4593
H -0.5866 -5.1378 -0.5654
H 7.6831 2.9701 -1.7086
N -1.8554 0.1268 4.5491
H 0.2079 -4.1627 -1.8341
C 6.6860 6.0703 -2.2953
H 4.7562 -4.9946 2.2154
O -7.6535 -3.2050 2.0563
H 2.5283 -4.6152 3.7021
H -5.0042 0.3348 3.7556
H 1.6880 -2.3172 3.1728
H 0.7323 -1.2266 -0.9870
H -0.4796 4.5840 -2.2893
C 7.6144 5.1987 -1.6639
N 2.0540 0.9160 -2.9890
Si -1.2025 -2.7001 -0.3804
O -6.7908 -3.3603 -0.0206
C -2.7964 3.9575 -0.0359
C 3.0116 -3.9528 3.0051
C -3.0313 0.7946 2.7987
O -2.6509 -2.6939 -1.1963
```

Löwdin atomic charge list, values in e, 4 entries: atom 1 (C): -0.119, atom 2 (C): -0.333, atom 3 (C): -0.111, atom 4 (H): 0.101

***

[2]
Density functional theory data (the ωB97M-V functional and the def2-TZVPD basis) for a structure of composition C27H40IrN3O3Se.

Output
LUMO (alpha / beta)   -8.567 / -12.171 eV
E_HOMO (alpha / beta)   -17.355 / -18.002 eV
Net charge   +3
Spin multiplicity   6
Orbital gap (alpha / beta)   8.79 / 5.83 eV

```
75
C27H40IrN3O3Se, DFT the ωB97M-V functional and the def2-TZVPD basis
H -2.3485 3.6074 1.8101
H 1.6315 0.3218 -4.5336
H -0.5310 1.9815 -2.9671
H -2.2257 1.7001 -9.0040
H 1.2419 0.4802 3.2951
C 0.3867 -3.3742 -4.7353
H 1.9945 2.5077 -3.3682
H -1.6090 -3.2400 -5.5692
C -3.2316 2.2063 -0.1046
O 1.5633 -0.1912 -0.0013
C 0.3483 2.9925 -4.6688
C -0.0175 -1.7199 2.8014
Ir -0.3481 0.9406 -0.1279
H 0.3868 -3.9108 -6.8238
H 1.8549 1.1113 -6.1050
H -4.0898 -1.6440 -0.1684
H -2.5663 -3.1037 1.4012
C 2.1224 1.1554 -5.0453
H 3.1937 0.9672 -4.9808
C -1.6627 -1.2713 -7.4379
H 0.9538 -1.8648 2.3125
N -1.0283 0.8702 -4.6327
N 2.1522 0.6403 -0.7801
H -0.0456 1.1009 4.3238
H 2.4786 -1.8560 -5.8877
C -1.0210 -2.7922 -4.7698
H 1.8609 -4.2717 -5.9810
H -0.9153 -3.0919 0.7925
H -1.6570 -2.3363 -7.6222
H 0.1643 3.0714 -5.7412
H -2.1711 -0.7187 -9.4208
H -3.5205 1.8266 -1.0815
C 0.3667 1.1250 3.3091
C -1.4397 3.0801 2.0826
O 3.2433 0.5442 -1.1871
H 2.4384 3.2650 -4.8680
C -1.9434 -0.3720 -8.4211
C -1.6701 1.5961 -6.9567
N -1.0824 -1.3224 -5.0001
O 1.3130 1.5848 -1.1909
H 2.2879 -2.4359 -7.5351
C -1.3721 -0.7277 -6.1747
C 1.7795 2.5113 -4.4370
H 1.0108 -2.8114 -4.0340
H 0.1806 -1.3852 3.8172
C -2.6274 -0.2017 0.4392
C -1.8794 -2.5945 0.7159
C -3.7595 -0.6444 -0.4397
H -2.6884 3.1406 -0.2394
H -1.5588 -2.9705 -3.8402
H -2.2612 -2.7358 -0.2924
C -0.8356 -0.7175 2.0577
Se -0.6213 -0.8340 -2.2967
H 0.2660 -4.3674 -4.2961
H -4.1479 2.4458 0.4451
C -1.5009 1.6276 1.6763
C -1.9625 1.0508 -8.1786
C -0.7734 2.1933 -4.0056
H 0.6868 2.1451 3.1130
H -3.4809 -0.6615 -1.4966
H -4.6095 0.0261 -0.3298
H -1.7045 2.6624 -6.7928
C 1.0905 -3.5085 -6.0878
H -0.5905 3.6104 1.6451
H 1.0420 -1.4325 -6.8209
H -1.3347 3.1460 3.1648
C -1.7805 -1.1440 1.0700
H 0.2442 4.0103 -4.2859
H -0.5098 -2.6867 2.8513
C -1.3516 0.6886 -5.9431
C -0.6747 0.6654 2.3347
C 1.7516 -2.2367 -6.6081
C -0.8994 -0.3525 -4.0381
H -1.7199 2.7350 -4.0369
C -2.4214 1.1925 0.6586
```

Löwdin atomic charge list, values in e, 4 entries: atom 1 (H): 0.095, atom 2 (H): 0.045, atom 3 (H): 0.067, atom 4 (H): 0.142

***

[3]
Density functional theory data (the ωB97M-V functional and the def2-TZVPD basis) for a cluster of 3 separate species, C27H40N2O5S3 in total.

Output
LUMO   0.339 eV
E_HOMO   -7.696 eV
SMILES   COCCCCCCc1cccc2c1Nc1cccc(N)c1S2.O=S1(=O)CCCC1.O=S1(=O)CCCC1
Spin multiplicity   1
Orbital gap   8.04 eV

```
77
C27H40N2O5S3, DFT the ωB97M-V functional and the def2-TZVPD basis
H -1.9634 -2.3606 -4.6080
C 1.8488 -3.2587 3.5445
H 4.4464 2.0641 2.9763
H 2.3799 -4.0005 2.9538
C -1.0014 3.7960 -2.0713
H 7.1121 -0.1248 0.8478
C -0.5083 -0.4322 -1.6593
H -2.9128 1.1591 -4.6242
H 0.8908 0.1298 2.9270
C -5.3719 -1.5858 0.2427
N -1.8745 1.5513 -2.2291
H -3.4329 -3.3692 0.6994
H 4.5477 1.4464 0.3705
C 2.1465 -0.9438 4.3866
H -6.2718 -1.7009 -2.3843
C 0.9399 3.0299 -0.2377
H 6.0929 1.6272 -0.4476
H -2.7515 1.5747 -1.7274
C 2.8054 -2.3284 4.3114
C -1.4321 0.2202 -2.4698
H -6.7632 0.0268 -2.5013
S 0.1669 0.3987 -0.2425
H 2.8396 -0.1776 4.7226
H 1.5167 5.1088 -0.2315
H 2.4809 -0.4192 2.3155
C 6.0848 0.1137 1.1162
H -4.7623 -1.2102 -4.4225
C 1.6480 -0.6508 2.9802
C 0.8442 4.3649 -0.6295
C -0.1303 4.7403 -1.5457
C -3.5714 -3.0030 -0.3186
C -6.0585 -0.6851 -2.0713
H -7.2259 -0.5185 -0.2416
H -5.7795 0.4350 -0.3046
C -0.0907 -1.7367 -1.8832
C 0.0515 2.0844 -0.7656
C -0.6309 -2.4287 -2.9608
C 5.6294 1.4542 0.5220
H -4.5203 -1.1107 0.7301
H 0.6290 -2.2192 -1.2410
H -1.7591 4.0914 -2.7799
H -2.8918 -2.1571 -0.4664
H -3.9490 -0.9121 -2.0038
H 3.7427 -2.2545 3.7752
H 5.4293 -0.7079 0.8367
H 5.9903 2.5439 3.7361
N 1.9419 2.6566 0.7022
H -0.3509 -3.4503 -3.1569
O 7.3652 0.2190 3.4291
C -4.6566 -0.2604 -2.5083
H -2.8800 -0.3769 -5.4421
C -6.1843 -0.5478 -0.5485
H -3.2965 -3.7721 -1.0325
H 5.5227 3.4994 1.2850
C 5.9953 2.5501 1.5317
O -0.4628 -2.2048 2.8050
O 4.9572 -0.4900 3.4422
H 2.0381 3.3833 1.3960
H 1.7018 1.7865 1.1580
C -3.0194 0.0900 -4.4689
C -0.9258 2.4589 -1.6842
C -1.9690 -0.4833 -3.5596
H -4.5219 0.7559 -2.1341
O -4.9139 -2.6536 -0.5742
H 3.0240 -2.7229 5.3032
S 0.9295 -2.1903 2.4325
C 5.5331 2.0349 2.8908
S 6.0300 0.3151 2.9012
C -1.5524 -1.7935 -3.7851
H 7.0766 2.7036 1.5417
O 1.3366 -2.4548 1.0723
H -5.9789 -2.0127 1.0446
H 1.1329 -3.7513 4.1998
H -5.1442 0.4963 -4.4234
H 1.3109 -0.9848 5.0904
H -0.1898 5.7817 -1.8193
C -4.4599 -0.2465 -4.0152
```

Löwdin atomic charge list, values in e, 4 entries: atom 1 (H): 0.113, atom 2 (C): -0.208, atom 3 (H): 0.097, atom 4 (H): 0.101

***

[4]
Density functional theory data (the ωB97M-V functional and the def2-TZVPD basis) for a structure of composition C27H40N2OOsSSi2.

Output
LUMO   -6.424 eV
E_HOMO   -14.482 eV
Net charge   +2
Spin multiplicity   1
Orbital gap   8.06 eV

```
74
C27H40N2OOsSSi2, DFT the ωB97M-V functional and the def2-TZVPD basis
H -2.4092 -1.6387 -3.1881
C -1.3260 -2.6672 2.4573
H 5.3455 -1.9767 -2.1138
C 0.5679 -0.9752 -2.3973
H -0.7113 1.5668 5.8446
C 4.6426 -1.7659 -1.3197
C -0.7347 0.8847 4.9948
C 4.5980 4.3015 -1.8018
Si -2.5098 -1.8560 1.2644
H -4.2620 -2.7404 -0.2935
H -4.0962 -0.6850 -1.6743
Os -0.3972 0.6069 0.8494
H 0.9300 -1.6141 -3.2072
H 1.4271 -0.6793 -1.8000
H -0.8955 -3.5807 2.0490
C -3.5309 -3.1561 0.4017
H 0.6812 -3.1435 0.2974
H -1.6310 3.4491 -0.5934
S 2.6911 1.4347 0.1856
N 1.0065 1.4491 -0.1164
C -1.8229 2.6191 3.4900
H -4.0943 -3.6806 1.1789
C -0.6583 1.6856 3.7175
H -2.7726 2.0963 3.5788
H 0.1070 0.1994 5.0841
H 0.8126 2.2357 -0.7351
C 3.3658 -2.4953 0.5872
H -2.9344 -3.9013 -0.1236
C 2.8698 -1.2148 0.7570
H -1.8918 -2.9478 3.3500
H -3.8882 0.2314 1.6152
H 4.4761 0.3039 -1.8405
Si -0.6880 -1.9580 -1.4179
C -3.6620 -0.6849 2.1657
C 4.2466 -2.7715 -0.4514
H -4.9844 1.5074 -2.4402
H 3.0818 -3.2752 1.2804
H -3.2481 -0.4057 3.1326
N -1.7291 1.3782 -0.4997
C -1.5349 -0.8240 -0.0905
C 4.1502 -0.4768 -1.1704
H -2.8241 -3.0424 -2.1908
H -1.7646 3.0933 2.5087
H -4.6130 -1.1878 2.3534
H 2.9899 2.9300 -4.4596
O -0.5965 0.6986 2.6182
C -3.3710 2.6418 -1.5968
C 4.1335 3.4658 -0.7957
C 0.1313 -3.4195 -0.6020
H -1.6649 0.3172 5.0373
H 5.2788 5.1056 -1.5603
C 2.8350 2.2238 -2.4495
H 2.2102 -0.9968 1.5896
C -4.0558 1.4638 -1.8863
C -2.0005 -2.4858 -2.6351
C 3.2441 -0.2258 -0.1466
C 3.2659 2.4361 -1.1394
C -2.1968 2.5713 -0.8757
H -1.5244 -3.1416 -3.3693
H 4.5456 4.7586 -3.8905
H 0.2842 2.2329 3.6583
H 4.6428 -3.7710 -0.5683
H 2.1617 1.4091 -2.6892
H -0.5162 -2.0147 2.7866
H 0.8427 -3.8651 -1.3014
C -3.5666 0.2326 -1.4646
H -0.5895 -4.1930 -0.3327
H 0.1223 -0.0871 -2.8543
H -3.7466 3.6019 -1.9183
C 4.1825 4.1037 -3.1099
C 3.3024 3.0730 -3.4344
C -2.3761 0.2217 -0.7630
H -1.7974 3.4062 4.2439
H 4.4441 3.6082 0.2313
```

Löwdin atomic charge list, values in e, 4 entries: atom 1 (H): 0.039, atom 2 (C): -0.162, atom 3 (H): 0.125, atom 4 (C): -0.168

***

[5]
Density functional theory data (the ωB97M-V functional and the def2-TZVPD basis) for a structure of composition C27H41BrN2P2Pd.

Output
LUMO   -0.388 eV
E_HOMO   -6.219 eV
Spin multiplicity   1
Orbital gap   5.83 eV

```
74
C27H41BrN2P2Pd, DFT the ωB97M-V functional and the def2-TZVPD basis
H 5.1335 -0.9621 0.9241
P -2.3934 -2.7361 -0.8586
H -0.5593 8.7394 -3.8241
C -0.1492 0.3287 5.9127
H 5.5256 0.2112 2.1964
C -1.4179 0.7119 1.5523
H 1.6623 -1.3026 -1.0263
C 0.5542 -0.0694 4.6959
C 4.8580 -0.6113 1.9197
H 3.0848 -2.3176 -0.5758
C -0.1044 -4.3045 -0.8272
H -5.1455 -3.6089 1.5094
H 0.4952 3.4795 0.6959
H 0.9711 -4.2018 -1.0092
H 4.4503 -3.4217 1.5059
C -2.5280 1.0099 0.6737
H 3.2349 0.7924 -0.9102
H 3.3513 -0.3597 -2.2212
C -1.0188 3.5094 -1.5429
H -1.3083 -0.7047 -1.5025
H -3.4414 0.4875 0.8591
C -0.6598 7.6732 -4.0379
H -3.5824 -1.6040 0.9851
C 3.4367 -3.7903 1.6547
H 3.0721 -4.1737 0.7048
C -1.2382 2.7094 -0.4104
H 4.9876 -1.4253 2.6361
H -2.8939 -0.2022 -3.5211
H -1.1480 -0.1407 5.9548
H 1.5487 -3.2299 2.5173
H -1.0833 4.0473 -5.1995
H 0.4197 1.6232 2.3328
H -0.1040 -2.1298 -0.7803
H -1.7857 -1.5694 -3.7062
H -2.9706 -0.4068 -1.1224
C -0.6751 -2.9802 -0.3017
N -0.9897 7.3988 -5.2973
H -0.2042 6.9882 -2.0597
C 3.4450 -0.0581 1.9552
C 3.5017 -0.2461 -1.1415
C -4.6052 -3.4834 0.5495
C -1.1218 6.1410 -5.6832
P 2.1439 -1.1714 1.3216
H -3.4832 -1.8494 -3.3123
H -0.5755 -4.5913 -1.7785
H -0.6107 -2.9052 0.8228
H -4.3150 -4.4713 0.1651
N 1.1810 -0.4355 3.7584
C 2.6335 -1.3210 -0.4666
C -0.9633 5.0579 -4.8100
H -1.3833 6.0021 -6.7329
H -3.2503 2.0015 -1.0215
H 0.4294 0.0177 6.7998
C -3.3435 -2.6501 0.7501
Br -2.1799 -0.0441 3.2182
C 2.4979 -2.7298 2.2469
C -0.8118 4.2713 -2.4765
C -2.3248 -1.1071 -1.6493
H 3.3202 0.8252 1.3400
H -5.2643 -2.9764 -0.1721
C -0.3569 1.6769 1.5823
H 4.5817 -0.3450 -0.9863
H 2.8940 -2.4023 3.2310
H 3.5016 -4.6337 2.3532
H -0.2834 -5.1078 -0.1005
C -2.4147 1.9195 -0.3343
C -0.4810 6.6861 -3.0763
H -2.7153 -3.0432 1.5439
H 3.1143 0.2301 2.9567
H -0.3061 1.4265 5.9295
Pd -0.1996 -0.9911 0.6799
C -2.6333 -1.1908 -3.1336
C -0.7307 5.3419 -3.4465
C -0.2751 2.6992 0.6217
```

Löwdin atomic charge list, values in e, 4 entries: atom 1 (H): 0.052, atom 2 (P): 0.981, atom 3 (H): 0.107, atom 4 (C): -0.102

***

[6]
Density functional theory data (the ωB97M-V functional and the def2-TZVPD basis) for a structure of composition C27H41F6N10O7S2Sr.

Output
LUMO   2.444 eV
E_HOMO   -6.259 eV
Net charge   -1
Spin multiplicity   1
Orbital gap   8.70 eV

```
94
C27H41F6N10O7S2Sr, DFT the ωB97M-V functional and the def2-TZVPD basis
H -4.9201 2.2096 1.4933
H -2.0338 -3.5597 1.9144
N -3.4404 -4.0852 -1.1965
C -0.1761 -4.4693 0.5004
C 2.3015 -0.2866 -3.7636
H -1.1778 -4.5853 0.0869
O -1.4552 0.5686 -0.0001
H -6.5235 -1.2190 -0.7728
O 0.3177 5.0006 1.8552
C 1.0986 1.9434 -3.2727
N -3.8689 -2.2181 -2.1484
H 3.1397 -3.1052 -1.3744
H 3.0186 -0.9314 -3.2913
N -3.4519 -3.0471 -3.0945
C -5.9347 -1.3691 -4.2930
F 3.8755 2.9111 -2.4524
H -1.5647 -1.8734 2.0438
H 5.0014 -1.9273 2.2089
C -4.2919 -0.8336 -2.3718
N 2.6667 0.8355 2.1782
C 2.8177 -2.4336 -0.5435
H -0.1109 -0.1423 2.7241
H 1.4001 1.1211 3.7713
H 4.1552 3.6410 1.5744
C 6.0114 1.8003 2.3513
C 2.3713 1.0277 -2.9374
H 1.4664 -4.9743 -0.8708
C 4.2077 2.7775 0.9120
C 0.8061 -0.7229 2.7652
H 5.8860 2.5221 3.1099
C -3.8234 -2.8558 -0.9964
O -2.1551 0.3613 2.3413
C -4.1850 2.9686 1.4624
F 0.8385 1.9733 -4.5708
H 6.7883 0.3160 3.8065
F 4.2753 1.9329 -4.3649
H -5.6740 4.5223 1.5592
F 1.2231 3.1862 -2.7731
H -6.9545 -1.3395 -4.6425
H -5.5588 -2.3833 -4.4513
H 2.5256 -0.1639 4.0437
H 3.7335 -2.3684 0.0962
N 1.2956 -1.2962 1.5083
H -5.9894 0.2846 -3.0147
H -7.7287 -1.3297 -2.1130
H 0.6970 -1.3973 3.6478
O 0.1842 2.6194 2.2605
C 6.2028 0.4178 2.9094
H 3.5178 -1.6296 3.1295
H 2.6009 -1.3917 -0.7632
H -3.6250 -0.3583 -3.0779
H 0.4092 -3.5950 -1.3721
H 4.7104 3.0166 0.0073
O 2.2397 0.7088 -1.6551
C -1.9259 3.8243 1.3086
C -2.4349 5.1315 1.2465
H 6.8575 2.0527 1.7140
C -4.6213 4.2981 1.4590
Sr 0.9584 0.9435 0.2457
C 4.5567 -1.4237 3.1344
C 0.9549 -2.4630 1.0724
F -0.0887 1.4621 -2.7095
H -1.0092 -2.9991 3.3329
S -2.4714 0.9000 1.0147
H -1.7015 5.9033 1.2674
O -3.7573 0.5074 0.4537
H 5.0490 -1.9539 3.9486
N -0.1257 -3.2742 1.3313
C 0.9127 -4.1110 -0.4962
N 4.7777 1.6282 1.5834
C -1.2282 -2.9070 2.2105
H 3.1767 2.6599 0.6391
S -0.1382 3.7037 1.3447
H 6.6735 -0.2568 2.1674
H -4.0709 6.4247 1.1339
C -6.6965 -1.4881 -1.9058
C -5.7475 -0.7629 -2.8796
H -6.4658 -2.6079 -2.0235
C -2.8101 2.7364 1.3084
H -4.2214 -0.3665 -1.3591
O 0.2926 3.3919 -0.0346
H -4.1704 -2.3557 -0.0724
N -3.1238 -4.1462 -2.5232
H 2.4059 -0.1845 -4.8420
N 1.7792 -3.1576 0.1763
F 4.6991 0.9367 -2.5852
H 1.3624 -0.8298 -3.5126
H -5.4578 -0.7536 -5.1018
C 3.7898 1.7643 -3.1087
H 0.0624 -5.4512 0.9834
N 4.7919 -0.0004 3.1689
C -3.7967 5.3913 1.2932
C 3.9430 0.7707 2.2743
C 1.8801 0.2878 3.2583
```

Löwdin atomic charge list, values in e, 4 entries: atom 1 (H): 0.093, atom 2 (H): 0.073, atom 3 (N): 0.009, atom 4 (C): -0.134